# C25H40AlFNOSb

C25H40AlFNOSb as an isolated structure (ωB97M-V/def2-TZVPD, the OMol25 dataset).

```
! RIJCOSX wB97M-V def2-TZVPD def2/J DEFGRID3
* xyz 2 1
Al -0.64564 -0.34072 -0.47948
C -4.33264 0.57484 -3.40605
C -3.21035 0.63700 -2.36744
C -1.85519 0.67011 -3.09765
C -3.29831 1.82005 -1.41843
C -3.93639 2.98806 -1.81145
C -3.92653 4.10623 -0.99074
C -3.25650 4.07335 0.21911
C -2.59836 2.92538 0.65621
C -1.81577 2.98109 1.95893
C -2.70920 3.32747 3.15717
C -0.66460 3.98941 1.84925
C -2.65122 1.79194 -0.16861
N -1.97942 0.58294 0.24134
C -2.52032 -0.18250 1.29436
C -3.80009 -0.09623 1.83830
C -4.17287 -0.95894 2.86500
C -3.30276 -1.91977 3.37963
C -2.02111 -2.04187 2.85855
C -1.72936 -1.17440 1.84974
F -0.42669 -1.24982 1.20160
H -4.30390 -0.37582 -3.94444
H -4.24223 1.37319 -4.14854
H -5.30895 0.66469 -2.92882
H -3.27163 -0.27181 -1.76972
H -1.73089 1.61307 -3.63222
H -1.73704 -0.15560 -3.80380
H -0.98420 0.65019 -2.41538
H -4.45042 3.03391 -2.76542
H -4.43662 5.01014 -1.30327
H -3.23512 4.96812 0.83733
H -1.36909 2.00345 2.13876
H -3.12616 4.33383 3.04757
H -2.12803 3.30866 4.08219
H -3.54075 2.62994 3.26383
H -1.04112 5.00881 1.72956
H -0.01936 3.77487 0.99010
H -0.05534 3.96903 2.75690
H -4.48526 0.65415 1.45875
H -5.17137 -0.87483 3.28110
H -3.61549 -2.57157 4.18613
H -1.30352 -2.77191 3.22355
C 0.01924 -2.12706 -4.62213
C -1.19180 -2.70775 -3.89330
Sb -1.06315 -2.64133 -1.76614
C -2.87715 -3.47846 -1.01386
C -3.20063 -4.80583 -1.70375
C 0.45931 -3.99051 -1.11022
C 1.82051 -3.75804 -1.77434
H -0.17215 -2.13919 -5.69534
H 0.92350 -2.70985 -4.44894
H 0.22364 -1.09201 -4.34277
H -1.34215 -3.76230 -4.13184
H -2.11186 -2.17709 -4.13925
H -3.65893 -2.73252 -1.15791
H -2.71741 -3.59230 0.05925
H -3.40868 -4.67742 -2.76656
H -4.09247 -5.23429 -1.24647
H -2.39859 -5.53786 -1.59458
H 0.08927 -4.99956 -1.29515
H 0.50880 -3.85411 -0.02916
H 1.80127 -3.99912 -2.83666
H 2.57162 -4.40061 -1.31210
H 2.16835 -2.72672 -1.66888
C 1.80381 1.01375 0.58469
O 1.08485 0.29664 -0.51355
H 2.86381 0.86234 0.42662
H 1.48814 0.56047 1.51449
H 1.53407 2.06259 0.54489
H 1.58854 0.35551 -1.33760
*
```

The calculation puts the HOMO energy at -13.8 eV. The molar mass is 538.341 g/mol. As for the frontier orbital gap: 7.540 eV.

=====

# C25H40As3BrCoN4S

C25H40As3BrCoN4S as an isolated structure (ωB97M-V/def2-TZVPD, the OMol25 dataset).

```
! RIJCOSX wB97M-V def2-TZVPD def2/J DEFGRID3
* xyz 3 1
Co -0.59950 0.69657 -0.23936
C -4.11110 -2.20213 -2.25335
N -4.13265 -0.76225 -1.96893
C -4.96608 0.15887 -2.57306
C -4.69969 1.36327 -2.03444
N -3.69969 1.16799 -1.08281
C -3.36426 -0.14391 -1.07125
S -2.15405 -0.88866 -0.09949
C -3.22250 2.18448 -0.21069
C -4.09126 3.19174 0.17289
C -3.59742 4.24778 0.92225
C -2.25568 4.25377 1.27247
C -1.47883 3.18028 0.89639
N -1.94189 2.14554 0.17342
H -4.81716 -2.39853 -3.05406
H -4.40429 -2.75911 -1.36667
H -3.11249 -2.49878 -2.56851
H -5.67421 -0.12648 -3.33225
H -5.10757 2.33473 -2.24724
H -5.13387 3.14230 -0.10493
H -4.25399 5.05049 1.23148
H -1.82311 5.06427 1.84196
H -0.43142 3.13630 1.17588
C -1.25704 1.05263 3.28647
As -0.12542 0.12967 2.02051
C -0.48423 -1.70930 2.50306
C 1.67056 0.62531 2.57636
C 2.89362 -0.10475 1.98573
C 4.11367 0.61390 2.58930
C 2.98412 0.08098 0.46471
As 1.49748 -0.38105 -0.71660
C 2.22908 0.22378 -2.40102
C 1.32407 -2.28535 -0.97943
C 2.89905 -1.59260 2.37156
As 4.64753 -2.56786 2.20110
C 4.33006 -3.49694 0.50073
C 4.10683 -4.04633 3.35592
H -1.13728 0.55042 4.24656
H -2.29494 0.97421 2.96684
H -0.97397 2.09630 3.39841
H 0.06918 -1.92206 3.41630
H -0.18951 -2.41586 1.73260
H -1.55171 -1.80131 2.69441
H 1.66636 0.50429 3.66322
H 1.74036 1.70144 2.38300
H 4.05996 1.69081 2.41826
H 5.04250 0.24503 2.15762
H 4.16375 0.44055 3.66557
H 3.83322 -0.48622 0.07239
H 3.17283 1.13211 0.22167
H 3.20786 -0.24108 -2.51916
H 2.34839 1.30569 -2.39416
H 1.59043 -0.07427 -3.22937
H 2.29673 -2.68559 -1.25868
H 0.61533 -2.45267 -1.78958
H 0.97183 -2.78377 -0.08129
H 2.13237 -2.15265 1.82718
H 2.66284 -1.67994 3.43614
H 4.45334 -2.82480 -0.34998
H 3.35137 -3.97811 0.47460
H 5.09304 -4.26964 0.40889
H 4.08890 -3.71341 4.39261
H 4.84719 -4.84016 3.26935
H 3.13003 -4.44276 3.07744
Br -1.72149 -0.88451 -5.60692
C -1.23226 0.49110 -4.43697
C -1.00259 1.78720 -4.88275
C -0.65573 2.75111 -3.94924
C -0.56346 2.40021 -2.61444
N -0.77825 1.14664 -2.18925
C -1.09223 0.20667 -3.09102
H -1.09200 2.03314 -5.93294
H -0.46276 3.77111 -4.25149
H -0.31268 3.14041 -1.86414
H -1.23361 -0.80023 -2.71977
*
```

The calculation puts the HOMO energy (spin up / spin down) at -15.1 / -15.1 eV. For the energy above the lowest of the compared OMol25 structures with the same formula, charge and spin, the calculation gives 0.043 eV. The molar mass is 792.293 g/mol. As for the frontier orbital gap (spin up / spin down): 4.823 / 4.549 eV.

=====

# C25H40BIrO4

C25H40BIrO4 as an isolated structure in a non-equilibrium geometry (ωB97M-V/def2-TZVPD, the OMol25 dataset).

```
! RIJCOSX wB97M-V def2-TZVPD def2/J DEFGRID3
* xyz 0 5
O -2.85890 -4.09265 -2.34976
C -2.17063 -5.37664 -2.37252
C -3.28337 -6.09932 -3.12281
H -1.99851 -5.74483 -1.35114
H -1.23129 -5.31763 -2.93777
C -3.98965 -4.72378 -3.02056
H -3.77037 -6.90586 -2.57181
H -3.01262 -6.38667 -4.14163
C -5.21101 -4.75724 -2.12133
H -4.95999 -5.18764 -1.14384
H -5.99375 -5.37239 -2.58309
H -5.59328 -3.73680 -1.99644
C -4.28093 -4.09229 -4.36512
H -3.37211 -4.03615 -4.97702
H -4.69730 -3.09202 -4.20589
H -5.02463 -4.69856 -4.90129
Ir 0.37480 2.27009 0.04779
C 1.52626 3.24165 -2.16273
C 2.15249 2.73098 -0.97217
C 1.86452 1.26322 -0.92614
H 2.92985 3.22216 -0.40320
C 1.03761 0.98889 -2.07171
C 0.88905 2.18232 -2.83753
H 0.42581 2.24807 -3.82411
H 1.60066 4.28323 -2.46820
H 2.36756 0.54417 -0.28546
H 0.66627 0.00614 -2.34054
C -0.84281 3.61720 1.29405
C -1.42901 3.66180 -0.01974
C -1.89040 2.34269 -0.34703
H -1.47833 4.54323 -0.66130
C -1.59759 1.47088 0.76271
C -0.96800 2.25300 1.78682
H -0.64963 1.89566 2.76384
H -0.38310 4.44698 1.82507
H -2.37297 2.03917 -1.26796
H -1.81301 0.40929 0.82381
O -1.44018 -2.38912 -0.07188
C -1.55870 -1.84366 -1.40463
C -0.46075 -2.41722 -2.32841
H -1.45417 -0.74320 -1.34539
H -2.57258 -2.08158 -1.75298
C 0.34505 -3.37758 -1.41552
H 0.20686 -1.61986 -2.67650
H -0.87225 -2.90831 -3.21515
C -0.09914 -2.94507 -0.00569
H 1.41121 -3.23121 -1.56899
H 0.06297 -4.41386 -1.61367
H 0.60158 -2.13527 0.29052
H -0.09151 -3.73142 0.76205
C 3.58881 4.82680 3.70656
C 3.35548 3.52301 2.96753
C 4.73576 3.01134 2.56652
O 2.57253 3.76927 1.78638
B 1.75322 2.64282 1.57323
O 1.83081 1.75491 2.64062
C 2.48054 2.44617 3.72015
C 3.22120 1.38942 4.50736
C 1.43524 3.11023 4.61101
H 4.17151 5.51622 3.08375
H 4.16682 4.63737 4.62377
H 2.66191 5.33610 3.98339
H 5.21257 3.74537 1.90368
H 5.38220 2.89159 3.44801
H 4.69257 2.05310 2.03541
H 3.75299 1.82506 5.36297
H 2.50050 0.65365 4.88429
H 3.94010 0.86368 3.86927
H 0.86473 3.87968 4.06806
H 0.72244 2.35437 4.96373
H 1.91799 3.56679 5.48632
*
```

The calculation puts the HOMO energy (spin up / spin down) at -3.0 / -8.8 eV. For the energy above the lowest of the compared OMol25 structures with the same formula, charge and spin, the calculation gives 0.000 eV. The molar mass is 607.620 g/mol. As for the frontier orbital gap (spin up / spin down): 3.667 / 7.213 eV.

=====

# C25H40BO4Pd

C25H40BO4Pd as an isolated structure in a non-equilibrium geometry (ωB97M-V/def2-TZVPD, the OMol25 dataset).

```
! RIJCOSX wB97M-V def2-TZVPD def2/J DEFGRID3
* xyz -1 3
O 0.14687 -0.71227 -5.22658
C -0.01878 0.60729 -5.87858
C -0.09761 0.08731 -7.30041
H 0.84578 1.28518 -5.77059
H -0.96907 1.07962 -5.56001
C 0.03317 -1.26681 -6.57380
H 0.77697 0.38747 -7.88304
H -1.02769 0.36048 -7.78652
C 1.27282 -2.03620 -6.98340
H 2.18686 -1.43576 -6.88554
H 1.18367 -2.34050 -8.03279
H 1.35783 -2.93696 -6.37345
C -1.22139 -2.10359 -6.69415
H -2.10237 -1.52561 -6.39467
H -1.11501 -2.98709 -6.05756
H -1.35202 -2.43242 -7.73023
Pd -0.44019 -0.95033 1.90133
C -2.64078 -1.57552 2.51747
C -2.55035 -0.20474 2.88074
C -2.26328 0.54930 1.70502
H -2.71037 0.21081 3.86559
C -2.22146 -0.36220 0.60058
C -2.48014 -1.68244 1.10275
H -2.57371 -2.59552 0.52530
H -2.85353 -2.40204 3.18485
H -2.14616 1.62691 1.62959
H -2.08188 -0.07980 -0.42442
C 0.85007 -2.57338 2.96865
C -0.02789 -3.22022 2.04423
C 0.36713 -2.84256 0.72114
H -0.84655 -3.88116 2.30985
C 1.48101 -1.95326 0.82615
C 1.78805 -1.80044 2.21160
H 2.60973 -1.22434 2.62382
H 0.83208 -2.67712 4.05077
H -0.08069 -3.21399 -0.19414
H 2.01025 -1.52448 -0.01977
O 1.14541 -0.26874 -2.04114
C -0.15687 -0.98013 -2.16642
C -1.20758 0.02643 -2.69069
H -0.45822 -1.38008 -1.17150
H -0.01197 -1.82864 -2.84464
C -0.34289 1.24771 -2.99884
H -1.92367 0.33659 -1.91393
H -1.73641 -0.41675 -3.54417
C 0.67099 1.12864 -1.86759
H -0.87736 2.19697 -3.13478
H 0.17683 0.97130 -3.91282
H 0.09900 1.28424 -0.91074
H 1.53542 1.79022 -1.93513
C -0.72839 3.09698 4.41985
C 0.63826 2.49266 4.10852
C 1.62532 3.64099 3.97005
O 0.54901 1.82681 2.83606
B 0.28189 0.49482 3.11612
O 0.51947 0.15353 4.43582
C 1.05005 1.32334 5.08555
C 2.56958 1.13130 5.20398
C 0.46164 1.31006 6.48290
H -1.52201 2.34602 4.52856
H -1.01505 3.77564 3.60525
H -0.67314 3.69242 5.33792
H 1.25808 4.35714 3.22098
H 1.70447 4.17721 4.92574
H 2.62665 3.30535 3.66948
H 3.00947 1.96134 5.77695
H 2.78055 0.19499 5.74982
H 3.06614 1.07228 4.22040
H -0.63426 1.31424 6.46746
H 0.78678 0.39976 7.00856
H 0.81142 2.17179 7.06263
*
```

The calculation puts the HOMO energy (spin up / spin down) at -0.9 / -2.0 eV. For the energy above the lowest of the compared OMol25 structures with the same formula, charge and spin, the calculation gives 0.528 eV. The molar mass is 521.823 g/mol. As for the frontier orbital gap (spin up / spin down): 3.177 / 4.267 eV.

=====

Question: Among the records above, which one has the highest molar mass?
Answer: C25H40As3BrCoN4S